{
  "formula": "C6H11N2O2",
  "method": "the ωB97M-V functional and the def2-TZVPD basis",
  "homo_lumo_gap_ev": 9.58,
  "e_lumo_ev": -4.6,
  "homo_energy_ha": -0.5198,
  "e_above_lowest_kj_mol": 331.2,
  "molar_mass_g_mol": 143.17,
  "charge": 1,
  "smiles": "[H]/N=C(\\OC(C)=O)[C@H](C)[NH+]=C",
  "symbols": ["H", "N", "C", "O", "C", "C", "O", "C", "C", "N", "C", "H", "H", "H", "H", "H", "H", "H", "H", "H", "H"],
  "positions_angstrom": [[-2.053, 2.412, -0.450], [-1.682, 1.440, -0.570], [-0.552, 1.048, -0.231], [0.355, 1.614, 0.560], [1.054, 0.769, 1.428], [2.199, 1.462, 2.169], [0.633, -0.330, 1.549], [-0.234, -0.374, -0.914], [-1.028, -0.339, -2.239], [-0.711, -1.445, -0.063], [-0.412, -2.659, -0.057], [2.040, 2.553, 2.185], [3.038, 1.223, 1.538], [2.093, 1.080, 3.237], [0.817, -0.335, -1.052], [-0.804, -1.074, -2.939], [-0.887, 0.534, -2.716], [-1.989, -0.355, -1.927], [-1.134, -0.885, 0.666], [-0.858, -3.204, 0.718], [0.117, -3.134, -0.894]]
}